Formula: C18H38O4S
Source: the OMol25 dataset
Level of theory: ωB97M-V with the def2-TZVPD basis set

Geometry (Å):
1 O 0.667 -2.854 2.174
2 C 1.411 -3.410 1.446
3 C 2.666 -4.124 1.899
4 C 3.873 -3.187 2.033
5 C 3.589 -1.870 2.816
6 C 4.301 -1.772 4.167
7 C 4.253 -3.057 4.965
8 O 4.990 -4.162 4.390
9 S 5.232 -4.076 2.820
10 O 5.188 -5.403 2.342
11 O 6.431 -3.380 2.533
12 H 1.165 -3.454 0.365
13 H 2.906 -4.833 1.110
14 H 2.470 -4.719 2.786
15 H 4.222 -2.925 1.041
16 H 3.999 -1.064 2.213
17 H 2.533 -1.650 2.920
18 H 5.326 -1.443 4.032
19 H 3.822 -1.012 4.778
20 H 4.711 -2.857 5.927
21 H 3.222 -3.353 5.154
22 C -4.864 1.301 0.702
23 C -4.208 0.180 -0.098
24 C -3.422 -0.804 0.767
25 C -2.240 -0.198 1.524
26 C -1.198 0.490 0.644
27 C -0.521 -0.457 -0.340
28 H -4.125 1.919 1.214
29 H -5.439 1.955 0.044
30 H -5.548 0.896 1.451
31 H -3.562 0.609 -0.869
32 H -4.988 -0.373 -0.628
33 H -3.069 -1.624 0.135
34 H -4.101 -1.259 1.495
35 H -1.752 -0.992 2.098
36 H -2.607 0.521 2.263
37 H -0.432 0.927 1.291
38 H -1.649 1.324 0.099
39 H -0.025 -1.272 0.189
40 H 0.234 0.079 -0.920
41 H -1.234 -0.886 -1.045
42 C 1.275 2.589 -3.680
43 C 0.332 3.788 -3.634
44 C -0.780 3.643 -2.597
45 C -1.735 2.473 -2.835
46 C -2.449 2.480 -4.185
47 C -3.353 3.693 -4.385
48 H 0.753 1.675 -3.967
49 H 2.069 2.756 -4.410
50 H 1.743 2.426 -2.707
51 H -0.093 3.961 -4.626
52 H 0.914 4.682 -3.393
53 H -1.349 4.576 -2.555
54 H -0.329 3.524 -1.606
55 H -2.486 2.473 -2.037
56 H -1.190 1.529 -2.731
57 H -3.059 1.575 -4.258
58 H -1.723 2.425 -5.001
59 H -4.116 3.742 -3.605
60 H -3.863 3.634 -5.348
61 H -2.788 4.625 -4.370

Forces on atoms 1 to 2 (eV/Å):
O -1.3 1.0 1.4
C 0.9 -1.0 -1.1

## Properties
HOMO: -0.3791 Ha
2S+1: 1
calculated total energy: -1407.7518 Ha